[1]
This record from the OMol25 dataset describes a single C3H4N2O2 molecule in a non-equilibrium geometry. The level of theory is ωB97M-V/def2-TZVPD.

The geometry in XYZ format:
```
11
Properties=species:S:1:pos:R:3:forces:R:3
O -1.47399 1.85640 -2.02412 -0.493 1.415 -2.119
C -1.30969 1.21325 -1.08919 0.752 -1.689 2.565
N -1.18354 0.60721 -0.06419 -0.669 2.900 -1.494
C -0.58473 -0.45326 0.63031 -1.558 0.201 0.225
C 0.82503 -0.71282 0.07942 -1.109 -1.909 3.624
N 1.74408 0.07465 0.87758 0.248 0.111 0.029
O 2.22436 0.96951 0.25369 0.436 0.567 -0.073
H -1.32949 -1.18715 0.30173 0.846 -1.254 1.076
H -0.75673 -0.12248 1.69657 0.956 -1.288 -0.786
H 1.05265 -1.77216 0.24329 0.181 0.176 -0.008
H 0.79206 -0.47315 -0.90509 0.412 0.769 -3.040
```
Forces are in eV/Å.

Computed properties:
Orbital gap, eV: 9.38
SMILES string: O=C=NCCN=O
Electronic energy, eV: -10247.7214
LUMO energy, eV: -0.15
Relative energy (zero: lowest compared OMol25 entry of this formula, charge and spin), kJ/mol: 438.40
Molecular weight, u: 100.077

---

[2]
This record from the OMol25 dataset describes 2 unconnected molecules or ions with the total composition C11H20N2O3. The level of theory is ωB97M-V/def2-TZVPD.

The geometry in XYZ format:
```
36
Properties=species:S:1:pos:R:3:forces:R:3
C -3.44703 -2.64367 2.51084 -0.475 -0.078 -0.229
C -2.93433 -2.53944 1.08150 0.032 -0.261 0.398
O -1.78050 -1.74721 0.92997 0.168 -0.018 -0.329
C -2.01133 -0.33063 0.83734 0.405 -0.097 0.087
C -1.67322 0.42456 2.11218 0.150 -0.071 -0.516
C -2.43418 1.77038 2.23121 -0.015 0.470 0.546
O -3.23510 2.02895 1.30373 0.058 0.008 -0.027
O -2.13597 2.45451 3.23751 -0.086 -0.302 -0.457
H -3.52301 -1.67500 2.99163 0.146 0.128 0.101
H -4.46157 -3.04257 2.47483 -0.094 -0.101 0.027
H -2.86171 -3.33945 3.10326 0.267 0.148 0.173
H -3.74755 -2.19954 0.43681 0.047 0.213 -0.178
H -2.65073 -3.54276 0.76251 -0.013 -0.080 -0.206
H -3.01773 -0.09449 0.50081 -0.204 -0.102 0.115
H -1.32920 0.01676 0.05470 -0.061 0.051 -0.216
H -1.81967 -0.21252 2.97805 -0.153 0.053 0.210
H -0.61222 0.67808 2.08737 0.144 -0.011 0.231
C 4.55119 2.20882 -1.32161 -0.076 -0.229 0.049
C 3.14921 2.59289 -1.74935 0.125 0.196 0.083
N 2.23114 1.44626 -1.79801 0.038 -0.042 0.008
C 1.00928 1.45206 -2.43213 0.109 0.101 0.007
C 0.45738 0.23133 -2.24012 -0.027 -0.139 0.057
N 1.34860 -0.49818 -1.49140 0.014 -0.079 -0.088
C 2.40841 0.25725 -1.23125 -0.083 0.044 -0.027
C 1.15747 -1.87687 -1.03496 -0.031 0.027 0.272
H 4.96878 1.44147 -1.97494 0.026 0.044 -0.036
H 5.19414 3.08393 -1.36811 -0.011 0.032 -0.001
H 4.57125 1.83719 -0.29665 0.019 0.065 0.021
H 3.16467 3.03125 -2.74569 -0.062 -0.040 -0.026
H 2.72619 3.32816 -1.06527 -0.044 -0.015 -0.003
H 0.66430 2.33216 -2.94386 -0.130 -0.059 -0.018
H -0.48073 -0.19758 -2.54362 -0.048 0.128 -0.021
H 3.25716 -0.04920 -0.64773 0.024 0.006 -0.011
H 1.15948 -1.88005 0.05222 -0.132 -0.105 0.010
H 1.94519 -2.52153 -1.41722 0.028 0.086 -0.077
H 0.19192 -2.22532 -1.38460 -0.053 0.028 0.070
```
Forces are in eV/Å.

Computed properties:
Orbital gap, eV: 5.63
Electronic energy, eV: -20851.5421
LUMO energy, eV: -0.64
Relative energy (zero: lowest compared OMol25 entry of this formula, charge and spin), kJ/mol: 381.70
Molecular weight, u: 228.292

---

- The lowest LUMO energy belongs to which entry?
  C11H20N2O3

---

- What is the relative energy (zero: lowest compared OMol25 entry of this formula, charge and spin) in the second record?
  381.70 kJ/mol